No. 1
This record from the OMol25 dataset describes a cluster of 14 separate species, C42H90ClN27O17P in total. The level of theory is ωB97M-V/def2-TZVPD.

Geometry as XYZ:
```
178
C42H90ClN27O17P | the OMol25 dataset | ωB97M-V/def2-TZVPD
C -0.85980 -3.04004 2.63645
C -1.45224 -2.70418 1.23857
C -1.07918 -1.24731 0.74637
Cl 0.15718 -0.45278 1.80808
N -0.66805 -1.21567 -0.67509
C 0.37384 -1.96482 -1.09696
C 1.20764 -2.86549 -0.18977
C 2.68566 -2.91413 -0.55882
C 3.54386 -1.81580 -0.53906
C 4.86512 -2.00541 -0.93397
C 5.37953 -3.22298 -1.34304
C 4.52058 -4.33381 -1.36880
C 5.01029 -5.69421 -1.84809
C 3.20095 -4.14901 -0.97402
C 0.76334 -1.96212 -2.41758
C 0.13058 -1.15742 -3.36768
C 0.56156 -1.14664 -4.82189
P 2.35562 -1.44412 -5.05785
O 3.20060 -1.01228 -3.94972
O 2.70602 -0.63616 -6.41838
O 2.55624 -3.03566 -5.37073
C -0.93176 -0.33571 -2.89823
C -1.58892 0.58836 -3.90879
C -0.73542 1.91193 -3.95865
C -1.43142 3.02632 -4.78987
O -1.19682 4.34717 -4.34004
C 0.15520 4.58384 -3.99582
C -1.31517 -0.39383 -1.56743
C -2.44541 0.54873 -1.16801
C -3.86206 0.22099 -1.63222
C -4.60069 1.30773 -2.13499
C -5.88710 1.16797 -2.61055
C -6.52715 -0.08169 -2.62475
C -5.81510 -1.14197 -2.10084
C -4.51371 -1.00930 -1.61083
C -3.85519 -2.26249 -1.05362
H 0.23298 -3.14865 2.62665
H -1.17247 -2.33352 3.40776
H -1.25986 -4.02027 2.94465
H -1.16377 -3.44824 0.48587
H -2.53528 -2.79074 1.38446
H -1.98284 -0.67076 0.93796
H 0.79666 -3.88581 -0.30432
H 1.13164 -2.63330 0.87786
H 3.17809 -0.83560 -0.21886
H 5.52325 -1.13029 -0.90860
H 6.41245 -3.37427 -1.66665
H 6.10721 -5.69146 -1.89424
H 4.67357 -5.85410 -2.88819
H 4.60860 -6.52476 -1.25307
H 2.52687 -5.01596 -0.98594
H 1.58518 -2.59212 -2.76176
H -0.03637 -1.86736 -5.40674
H 0.35991 -0.15928 -5.26310
H 3.63475 -0.79142 -6.65057
H 2.10069 -3.17837 -6.21917
H -1.57172 0.17371 -4.92659
H -2.60603 0.89709 -3.65068
H -0.55467 2.19795 -2.90926
H 0.25621 1.71946 -4.40174
H -2.50891 2.80396 -4.83427
H -1.02447 2.95568 -5.82175
H 0.32257 4.27764 -2.94679
H 0.39818 5.65646 -4.04136
H 0.88117 4.06964 -4.65008
H -2.20273 1.50306 -1.66441
H -2.48104 0.79001 -0.09736
H -4.17721 2.31684 -2.18584
H -6.45304 2.01027 -3.02149
H -7.53917 -0.17523 -3.01858
H -6.26550 -2.13606 -2.05941
H -4.46167 -3.12053 -1.39065
H -2.83901 -2.45505 -1.41482
H -3.95689 -2.23963 0.03871
C 7.28716 -3.71809 -4.76608
O 7.38558 -4.43170 -3.77543
N 7.70774 -4.10953 -5.99495
N 6.74349 -2.46329 -4.71602
H 7.63481 -3.54238 -6.82339
H 8.11572 -5.02350 -6.06740
H 6.41564 -2.13842 -3.82240
H 6.65615 -1.86685 -5.51688
C -5.11096 2.40020 1.40781
O -4.37985 1.52006 0.95783
N -4.79224 3.09681 2.52238
N -6.29306 2.73922 0.81517
H -5.36696 3.82082 2.91970
H -3.91696 2.86749 2.97491
H -6.55201 2.23596 -0.01474
H -6.90350 3.45338 1.16448
C -4.58854 6.48183 4.53741
O -5.29324 5.56544 4.12783
N -3.62551 7.05069 3.76354
N -4.70470 7.00805 5.79012
H -3.03529 7.79997 4.07064
H -3.50992 6.68743 2.83490
H -5.40455 6.62239 6.39740
H -4.13185 7.75621 6.13137
C -5.31996 3.46009 7.81921
O -5.44165 4.33912 8.67045
N -5.05413 2.16672 8.14453
N -5.43825 3.71556 6.49522
H -4.94995 1.43458 7.46834
H -4.96044 1.94721 9.12023
H -5.63096 4.65838 6.22249
H -5.34008 3.01955 5.77938
C -0.90296 -2.57802 6.57242
O -1.40030 -2.94901 5.52077
N 0.39429 -2.15611 6.66177
N -1.59859 -2.55468 7.74369
H 0.82274 -1.84922 7.51448
H 0.93731 -2.16277 5.81831
H -2.55443 -2.85913 7.71462
H -1.20975 -2.25481 8.61763
C 6.83664 -9.01954 -4.15816
O 7.39838 -9.94557 -3.60363
N 5.79483 -9.20937 -5.02985
N 7.18991 -7.71683 -3.96390
H 5.31761 -8.46300 -5.49732
H 5.50613 -10.15516 -5.19810
H 7.94808 -7.53354 -3.33223
H 6.73736 -6.94145 -4.41202
C -1.64874 2.74429 4.65628
O -2.61229 3.14400 4.01755
N -0.73494 1.87672 4.13105
N -1.41385 3.13070 5.93967
H 0.06114 1.53223 4.63299
H -0.88473 1.57331 3.18456
H -2.07038 3.76769 6.35564
H -0.63240 2.81557 6.48227
C -2.91102 4.71482 11.40056
O -2.21459 3.84657 10.89094
N -2.53079 5.37837 12.53973
N -4.10976 5.08827 10.88521
H -3.08161 6.09254 12.97651
H -1.64889 5.12514 12.94582
H -4.42572 4.61254 10.03519
H -4.69296 5.79639 11.29046
C -4.59601 -1.00911 -6.19306
O -4.52809 -1.81718 -5.28440
N -4.33990 -1.33980 -7.49552
N -4.93511 0.29758 -5.98293
H -4.39226 -0.68941 -8.25642
H -4.09019 -2.29287 -7.68497
H -5.13176 0.57291 -5.03433
H -4.99950 0.98143 -6.71328
C -6.78284 2.93078 13.47316
O -7.49513 2.65952 12.52368
N -5.47109 3.28400 13.33035
N -7.23710 2.90406 14.76355
H -4.86771 3.51022 14.09780
H -5.10303 3.31586 12.39539
H -8.19680 2.64852 14.90528
H -6.66887 3.12304 15.55908
C 8.62298 0.82054 -3.25578
O 9.18110 -0.09938 -2.68415
N 7.60371 0.63008 -4.14074
N 8.97090 2.12921 -3.05656
H 7.12999 1.37888 -4.61565
H 7.32072 -0.31824 -4.31043
H 9.71738 2.31129 -2.41163
H 8.52189 2.89910 -3.51524
C 5.86024 -4.57375 -9.04598
O 6.65100 -3.81546 -8.50774
N 6.26183 -5.64270 -9.78579
N 4.50756 -4.41116 -8.94951
H 5.63062 -6.27767 -10.23629
H 7.25053 -5.79138 -9.87775
H 4.17907 -3.63274 -8.41062
H 3.84092 -5.02097 -9.38340
C 5.71428 4.08728 -3.60749
O 5.62899 2.96579 -4.08220
N 4.99474 4.47513 -2.51734
N 6.53765 5.04502 -4.12896
H 5.04893 5.38936 -2.11028
H 4.38097 3.79439 -2.10884
H 7.08097 4.79463 -4.93491
H 6.62266 5.97101 -3.75431
```

Values from the calculation:
Net charge: +1
LUMO level (eV): -2.959
Energy relative to the best compared isomer or geometry (same formula, charge and spin) (eV): 0.0000
Orbital gap (eV): 7.49

No. 2
This record from the OMol25 dataset describes a cluster of 7 separate species, C42H90O14PS in total. The level of theory is ωB97M-V/def2-TZVPD.

Geometry as XYZ:
```
148
C42H90O14PS | the OMol25 dataset | ωB97M-V/def2-TZVPD
C 0.53810 4.02864 3.84348
C 1.42194 3.04753 3.02880
P 0.39636 1.78753 2.14424
C 0.37299 1.99859 0.31371
C -0.94125 1.41372 -0.26985
S 0.92350 -0.18773 2.69522
C -0.19775 -0.55112 4.10644
C -1.68143 -0.58026 3.61847
C -2.62445 0.49781 4.22637
C -3.33850 1.39194 3.18115
O -2.66180 2.66000 3.12246
C -3.40908 3.61787 2.51441
C -3.02954 5.04058 2.88589
O -4.28800 3.39607 1.70760
C 2.64936 -0.32127 3.27725
C 3.58622 -0.88363 2.17931
C 4.48020 0.15625 1.54090
C 5.83233 -0.10029 1.42764
C 6.65691 0.80853 0.82739
C 6.20343 2.00455 0.32568
C 4.86156 2.27203 0.45554
C 4.03410 1.36119 1.05747
H -0.29739 3.52106 4.32725
H 1.17684 4.40187 4.65013
H 0.21549 4.84126 3.19358
H 2.15618 3.56265 2.40413
H 2.00558 2.49650 3.78072
H 1.19757 1.45084 -0.16186
H 0.53071 3.05021 0.05448
H -1.14355 0.47521 0.25917
H -0.80828 1.18456 -1.32932
H -1.74150 2.13549 -0.09277
H 0.10143 -1.46662 4.61452
H -0.10869 0.31817 4.76527
H -1.74300 -0.56811 2.52585
H -2.06730 -1.54859 3.95082
H -3.44038 -0.04331 4.71915
H -2.16074 1.10447 5.00946
H -4.38915 1.54250 3.43190
H -3.26998 0.87233 2.21910
H -2.35523 5.44154 2.11827
H -3.90596 5.68456 2.90852
H -2.45754 5.07260 3.81559
H 3.02601 0.61258 3.70065
H 2.63886 -1.04414 4.10214
H 2.95835 -1.33754 1.40042
H 4.22205 -1.67851 2.57373
H 6.27225 -1.01844 1.80686
H 7.72235 0.61185 0.72252
H 6.84424 2.72091 -0.17402
H 4.40880 3.18531 0.08022
H 2.97952 1.61577 1.15420
C -1.42371 1.47530 -5.24429
O -1.93963 1.24137 -3.94271
C -3.30342 1.63304 -3.81295
C -4.23442 0.44273 -3.88664
O -4.21548 -0.15687 -5.17310
C -3.41420 -1.32573 -5.21490
H -0.48193 0.93494 -5.33340
H -2.10618 1.12216 -6.01952
H -1.22952 2.54357 -5.38625
H -3.56543 2.37866 -4.56847
H -3.41078 2.09932 -2.82783
H -5.25730 0.78903 -3.70708
H -3.98678 -0.29282 -3.11299
H -3.93898 -2.15472 -4.72720
H -2.44668 -1.17204 -4.73234
H -3.24588 -1.58521 -6.25884
C 7.91951 6.00212 4.41965
O 8.30956 4.63830 4.39730
C 7.89113 3.92140 5.54843
C 6.65966 3.08697 5.26504
O 5.52479 3.90022 4.98878
C 5.24956 3.99928 3.60408
H 8.05832 6.40548 3.41761
H 6.87152 6.12053 4.70483
H 8.55270 6.56375 5.11356
H 7.71402 4.60134 6.38687
H 8.71102 3.25167 5.82516
H 6.42166 2.49878 6.15703
H 6.84656 2.39017 4.44133
H 4.78946 3.07023 3.24560
H 6.14922 4.20731 3.02106
H 4.54375 4.81868 3.45965
C -2.66844 -5.85467 -1.59813
O -1.31449 -6.19886 -1.85104
C -1.05562 -6.43204 -3.22875
C -0.39049 -5.23706 -3.87830
O -1.26271 -4.11454 -3.91736
C -0.99001 -3.17065 -2.90106
H -2.72944 -5.45800 -0.58428
H -3.03176 -5.09499 -2.29435
H -3.30297 -6.74244 -1.66404
H -1.97632 -6.69623 -3.75689
H -0.37596 -7.28753 -3.28783
H -0.14673 -5.49009 -4.91439
H 0.54278 -4.98624 -3.36496
H -0.09193 -2.59556 -3.15637
H -0.85538 -3.64529 -1.92550
H -1.83695 -2.48728 -2.84226
C -7.57302 3.70619 -2.51445
O -7.25119 2.32424 -2.51971
C -7.64262 1.66334 -1.32469
C -8.92914 0.88527 -1.51160
O -10.03026 1.74674 -1.74915
C -10.39018 1.82198 -3.11958
H -7.47114 4.07676 -3.53352
H -8.59608 3.88273 -2.17653
H -6.87521 4.25286 -1.87105
H -7.73755 2.37689 -0.50083
H -6.84182 0.95983 -1.07095
H -9.14419 0.33812 -0.58788
H -8.82576 0.15424 -2.31944
H -10.92131 0.91288 -3.41977
H -9.51878 1.96477 -3.76224
H -11.05843 2.67292 -3.24243
C 9.33918 0.01312 -1.93414
O 10.11439 0.43751 -0.82543
C 10.72356 -0.64291 -0.12895
C 12.18425 -0.79474 -0.49933
O 12.34014 -1.18676 -1.85389
C 12.68853 -0.10819 -2.70716
H 9.11698 0.88757 -2.54463
H 9.86843 -0.71731 -2.54926
H 8.39442 -0.41956 -1.58440
H 10.18061 -1.57574 -0.31047
H 10.65492 -0.41424 0.93968
H 12.61995 -1.58797 0.11608
H 12.73360 0.12908 -0.29567
H 13.74173 0.15628 -2.56880
H 12.06508 0.77063 -2.52832
H 12.54366 -0.43639 -3.73538
C -6.34378 -4.93558 -1.41279
O -6.03839 -6.31875 -1.42634
C -6.42179 -6.97686 -0.22563
C -7.72057 -7.73723 -0.39485
O -8.81386 -6.85938 -0.61624
C -9.19185 -6.77842 -1.98119
H -6.25170 -4.56259 -2.43236
H -7.36010 -4.74743 -1.05988
H -5.62993 -4.39780 -0.77706
H -6.49640 -6.26287 0.60040
H -5.62705 -7.69019 0.01590
H -7.92965 -8.28218 0.53093
H -7.63867 -8.46845 -1.20434
H -9.73971 -7.67971 -2.27433
H -8.32764 -6.64751 -2.63615
H -9.85004 -5.91810 -2.09448
```

Values from the calculation:
Net charge: +1
LUMO level (eV): -2.366
Orbital gap (eV): 8.16